Record 1
{"formula": "C32H72NO16P3", "method": "the ωB97M-V functional and the def2-TZVPD basis", "e_tot_ev": -96461.97584, "total_charge": 0, "smiles": "COCCCCCCC[C@H]1OC(=O)O[C@H]1CCCN.CCOP(=O)(OCC)OCC.CCOP(=O)(OCC)OCC.CCOP(=O)(OCC)OCC", "symbols": ["C", "O", "C", "C", "C", "C", "C", "C", "C", "C", "O", "C", "O", "O", "C", "C", "C", "C", "N", "H", "H", "H", "H", "H", "H", "H", "H", "H", "H", "H", "H", "H", "H", "H", "H", "H", "H", "H", "H", "H", "H", "H", "H", "H", "H", "H", "C", "C", "O", "P", "O", "O", "C", "C", "O", "C", "C", "H", "H", "H", "H", "H", "H", "H", "H", "H", "H", "H", "H", "H", "H", "H", "C", "C", "O", "P", "O", "O", "C", "C", "O", "C", "C", "H", "H", "H", "H", "H", "H", "H", "H", "H", "H", "H", "H", "H", "H", "H", "C", "C", "O", "P", "O", "O", "C", "C", "O", "C", "C", "H", "H", "H", "H", "H", "H", "H", "H", "H", "H", "H", "H", "H", "H", "H"], "positions_angstrom": [[-0.62774, -5.24235, 2.97378], [-0.12295, -5.55474, 1.64873], [-0.97870, -4.95945, 0.62144], [-0.13631, -4.82400, -0.74811], [1.35599, -4.22634, -0.48693], [1.90982, -3.81587, -1.97270], [1.86032, -2.21732, -2.04176], [1.97685, -1.62665, -3.55486], [2.92658, -0.30738, -3.62272], [2.37190, 0.92475, -2.75838], [1.07280, 0.81867, -2.12161], [1.34624, 0.90878, -0.70355], [0.52380, 0.90597, 0.23615], [2.74604, 1.06162, -0.39159], [3.29097, 1.59504, -1.62982], [4.87200, 1.65593, -1.86047], [5.75372, 1.64214, -0.52175], [6.01328, 0.18401, 0.11758], [5.28994, -0.94090, -0.53342], [-1.76892, -5.15943, 2.98425], [-0.12415, -4.27713, 3.34411], [-0.34134, -6.09346, 3.67618], [-1.86339, -5.67472, 0.39893], [-1.43501, -3.96242, 0.95270], [-0.73617, -4.14777, -1.46502], [0.01155, -5.83445, -1.27830], [1.24679, -3.24786, 0.11925], [2.03597, -4.97497, 0.04282], [2.95329, -4.26710, -2.06044], [1.21846, -4.28695, -2.76160], [2.71496, -1.73849, -1.45561], [0.86788, -1.85177, -1.57247], [2.51939, -2.45211, -4.15459], [0.96037, -1.37576, -4.00748], [2.95555, 0.04301, -4.72394], [3.97134, -0.66806, -3.32752], [2.27404, 1.77279, -3.53965], [2.96364, 2.70512, -1.56348], [5.27886, 0.86587, -2.58582], [5.08115, 2.67115, -2.37467], [5.30513, 2.33546, 0.27434], [6.79014, 2.06534, -0.81336], [5.61561, 0.23239, 1.20229], [7.12290, -0.07770, 0.13719], [4.29141, -0.96708, -0.30101], [5.46914, -1.01023, -1.54041], [-7.07379, -8.67605, 0.81055], [-5.77655, -7.90247, 0.65873], [-4.65124, -8.76394, 0.59541], [-4.44683, -9.69029, -0.76183], [-3.94256, -8.56790, -1.67436], [-2.95568, -10.32097, -0.39673], [-1.84238, -10.08337, -1.25159], [-1.07913, -8.84225, -0.82304], [-5.07293, -11.00885, 0.14526], [-5.91507, -11.90134, -0.58505], [-5.22419, -12.48555, -1.80346], [-7.31805, -9.20394, -0.11716], [-7.90408, -8.00437, 1.04022], [-6.99428, -9.42547, 1.60166], [-5.80805, -7.26087, -0.22717], [-5.63772, -7.25771, 1.53011], [-2.16094, -10.02284, -2.29397], [-1.18254, -10.95295, -1.17835], [-1.73478, -7.99140, -0.63438], [-0.35043, -8.55458, -1.58572], [-0.54359, -9.02874, 0.11160], [-6.82711, -11.37367, -0.88232], [-6.20539, -12.70530, 0.09572], [-4.97883, -11.70923, -2.53556], [-5.86681, -13.22038, -2.29285], [-4.28495, -12.96760, -1.51807], [-6.69823, 3.87085, 2.99338], [-6.03806, 5.22648, 3.16923], [-4.65252, 5.10768, 3.44868], [-3.64811, 4.59461, 2.23585], [-3.62309, 5.90953, 1.45036], [-2.19988, 4.81354, 3.01728], [-1.22102, 5.70008, 2.48871], [-1.38387, 7.09924, 3.05755], [-3.66056, 3.05091, 2.98801], [-3.66952, 1.94245, 2.08728], [-2.49506, 1.96972, 1.12720], [-6.37692, 3.40486, 2.05615], [-7.78590, 3.96769, 2.96163], [-6.42583, 3.19266, 3.80558], [-6.18984, 5.85055, 2.28326], [-6.49327, 5.74114, 4.01906], [-1.24974, 5.70001, 1.39728], [-0.23906, 5.31034, 2.77362], [-2.41737, 7.44565, 3.02649], [-0.76299, 7.81372, 2.50997], [-1.08526, 7.11892, 4.10923], [-4.61360, 1.93573, 1.53258], [-3.63427, 1.03169, 2.69016], [-2.54035, 2.84073, 0.46452], [-2.48677, 1.07242, 0.50553], [-1.55123, 2.03109, 1.67531], [6.40623, 9.83117, -1.63270], [5.56691, 8.77858, -2.33405], [4.95231, 7.89190, -1.41270], [3.72493, 8.47209, -0.46425], [2.64383, 8.47921, -1.54925], [3.27332, 7.03981, 0.24268], [1.95273, 6.53607, 0.07364], [1.86970, 5.61043, -1.12777], [4.87235, 8.57910, 0.81026], [4.72681, 9.71560, 1.66280], [3.34903, 9.79529, 2.29410], [5.76552, 10.54904, -1.11018], [7.01380, 10.38744, -2.35010], [7.06372, 9.37723, -0.88741], [4.80755, 9.24610, -2.96818], [6.21100, 8.17510, -2.97844], [1.23290, 7.35393, 0.00592], [1.69919, 5.97289, 0.97675], [2.34419, 6.03236, -2.01452], [0.82797, 5.38211, -1.36848], [2.38902, 4.67060, -0.91945], [4.93498, 10.62481, 1.08957], [5.48686, 9.63609, 2.44388], [2.56998, 9.94114, 1.53858], [3.29748, 10.62876, 2.99767], [3.11478, 8.86735, 2.82336]]}

Record 2
{"formula": "C32H73AlF8NO16P4", "method": "the ωB97M-V functional and the def2-TZVPD basis", "e_tot_ev": -134109.81578, "total_charge": -1, "symbols": ["C", "C", "C", "C", "C", "C", "C", "C", "C", "C", "C", "C", "C", "C", "Al", "N", "C", "F", "C", "C", "C", "F", "F", "C", "F", "F", "C", "F", "F", "F", "H", "H", "H", "H", "H", "H", "H", "H", "H", "H", "H", "H", "H", "H", "H", "H", "H", "H", "H", "H", "H", "H", "H", "H", "H", "H", "H", "H", "H", "H", "H", "H", "H", "H", "H", "H", "H", "C", "O", "P", "O", "O", "C", "O", "C", "H", "H", "H", "H", "H", "H", "H", "H", "H", "C", "O", "P", "O", "O", "C", "O", "C", "H", "H", "H", "H", "H", "H", "H", "H", "H", "C", "O", "P", "O", "O", "C", "O", "C", "H", "H", "H", "H", "H", "H", "H", "H", "H", "C", "O", "P", "O", "O", "C", "O", "C", "H", "H", "H", "H", "H", "H", "H", "H", "H"], "positions_angstrom": [[2.83357, -5.12554, -1.28252], [4.11206, -5.46116, -2.12610], [5.08394, -4.24619, -2.08745], [6.25339, -4.52518, -3.05487], [7.40741, -3.46005, -3.06891], [7.28256, -2.29337, -2.05481], [6.24119, -1.20237, -2.47008], [6.64821, 0.21083, -1.97961], [5.44301, 1.19030, -2.06228], [4.25765, 0.81263, -1.11227], [2.99013, 0.32725, -1.86615], [1.76926, 0.25798, -0.89839], [0.79246, -0.93386, -1.14882], [-0.55588, -0.59573, -0.40239], [-2.10101, -1.80995, -0.90183], [-3.55468, -1.33071, 0.27438], [-2.71701, -1.35763, -2.79325], [-1.95937, -0.24306, -3.28449], [-2.67468, -2.51838, -3.83030], [-1.42362, -2.45010, -4.76327], [-1.72727, -3.80897, -0.56044], [-0.65049, -4.22322, -1.33352], [-2.83052, -4.56705, -0.96314], [-1.52602, -4.14083, 0.94993], [-1.66663, -3.02487, 1.69452], [-2.46443, -5.01820, 1.40657], [-0.14660, -4.76878, 1.30766], [0.06525, -5.93316, 0.71894], [0.82065, -3.89689, 1.06640], [-0.14873, -5.02077, 2.63935], [1.92287, -5.27590, -1.88081], [2.75481, -5.74389, -0.37550], [2.84022, -4.07233, -0.95652], [3.75179, -5.64762, -3.15114], [4.59661, -6.37723, -1.75176], [5.38466, -4.06654, -1.04695], [4.50382, -3.40552, -2.49418], [6.70760, -5.51213, -2.86520], [5.83777, -4.57621, -4.07764], [7.59163, -3.01713, -4.06097], [8.33973, -3.99908, -2.81108], [8.25951, -1.76604, -2.07730], [7.14823, -2.61289, -1.01166], [6.07959, -1.19671, -3.55862], [5.31305, -1.47434, -1.94057], [7.39108, 0.57592, -2.71783], [7.09688, 0.20942, -0.97558], [5.81646, 2.16832, -1.70505], [5.11992, 1.30461, -3.11123], [4.64009, 0.03842, -0.42211], [3.99333, 1.69836, -0.51327], [2.74955, 1.08841, -2.63082], [3.17450, -0.62568, -2.38912], [2.12575, 0.22684, 0.14573], [1.16231, 1.17475, -0.99123], [0.61783, -1.12483, -2.21833], [1.21898, -1.81680, -0.64128], [-0.83524, 0.44284, -0.67024], [-0.37677, -0.61794, 0.68911], [-4.08827, -0.64820, -0.26962], [-4.19265, -2.12819, 0.35352], [-3.77224, -1.02473, -2.72894], [-2.71125, -3.52441, -3.38662], [-3.57666, -2.43001, -4.47049], [-1.46901, -3.35522, -5.39292], [-1.48730, -1.54603, -5.37811], [-0.51427, -2.48364, -4.14387], [-3.89056, -2.79930, 3.61924], [-4.68089, -1.59022, 3.60205], [-5.12410, -0.95962, 5.09872], [-6.28856, -0.17299, 4.57716], [-3.77868, -0.03514, 5.17948], [-3.24133, 0.56796, 4.00138], [-5.43573, -0.65031, 6.72583], [-4.57399, -1.29363, 7.68002], [-3.64746, -3.05152, 2.59628], [-2.96397, -2.65459, 4.18348], [-4.46775, -3.61397, 4.06266], [-4.01323, 0.81895, 3.27516], [-2.51172, -0.10206, 3.54664], [-2.71838, 1.48163, 4.28576], [-3.53887, -0.97556, 7.53982], [-4.64685, -2.37837, 7.58751], [-4.90202, -1.00091, 8.67662], [-6.43848, 1.98317, -3.59137], [-5.36186, 1.94402, -4.54850], [-4.88169, 3.43838, -5.17320], [-4.24136, 2.93491, -6.42239], [-3.81704, 3.69693, -3.97456], [-3.01663, 2.63619, -3.44895], [-4.86529, 5.07917, -5.54198], [-5.50114, 5.95428, -4.59617], [-6.62193, 0.96936, -3.24259], [-6.17334, 2.61184, -2.73551], [-7.34697, 2.36798, -4.06029], [-2.76587, 1.88980, -4.19933], [-3.54322, 2.16599, -2.61874], [-2.09456, 3.06506, -3.05922], [-5.01010, 5.89085, -3.62306], [-6.55868, 5.70388, -4.49748], [-5.41231, 6.97284, -4.97230], [6.21691, 3.31788, 4.10575], [6.13870, 2.44626, 2.96445], [7.11567, 1.06438, 3.02907], [7.17052, 0.80064, 1.56549], [5.94674, 0.19935, 3.77182], [4.57726, 0.34195, 3.40378], [8.24271, -0.07646, 3.52438], [8.56612, -0.10184, 4.92574], [5.51969, 4.13953, 3.95717], [5.94691, 2.78163, 5.02129], [7.22623, 3.72223, 4.20448], [4.45763, 0.57499, 2.34595], [4.11252, 1.11997, 4.01148], [4.07081, -0.59833, 3.61662], [7.67946, -0.32721, 5.52111], [8.99134, 0.85403, 5.23492], [9.30571, -0.88512, 5.08221], [-7.51418, 6.48222, 1.55899], [-7.14790, 5.21091, 0.99763], [-5.48681, 4.96767, 0.76304], [-5.59203, 3.90631, -0.27642], [-5.27419, 4.36596, 2.26455], [-6.23710, 3.49523, 2.85423], [-3.83970, 5.25985, 0.64413], [-3.30948, 6.32639, 1.44932], [-8.59368, 6.49909, 1.69405], [-7.03083, 6.63015, 2.53020], [-7.22839, 7.29109, 0.88308], [-6.74160, 2.87149, 2.11801], [-6.96915, 4.08997, 3.40391], [-5.73242, 2.84706, 3.56906], [-3.46724, 6.12259, 2.51020], [-3.77438, 7.27536, 1.17738], [-2.23996, 6.38821, 1.25613]]}

Record 3
{"formula": "C32H73BrCl2NO14P2S7", "method": "the ωB97M-V functional and the def2-TZVPD basis", "e_tot_ev": -254031.07105, "total_charge": -1, "e_above_lowest_kcal_mol": 0.0, "symbols": ["C", "C", "C", "C", "P", "C", "O", "O", "P", "C", "C", "O", "Br", "O", "C", "C", "C", "Cl", "C", "C", "Cl", "O", "C", "C", "C", "C", "C", "O", "N", "C", "O", "H", "H", "H", "H", "H", "H", "H", "H", "H", "H", "H", "H", "H", "H", "H", "H", "H", "H", "H", "H", "H", "H", "H", "H", "H", "H", "H", "H", "H", "H", "H", "C", "S", "O", "C", "H", "H", "H", "H", "H", "H", "C", "S", "O", "C", "H", "H", "H", "H", "H", "H", "C", "S", "O", "C", "H", "H", "H", "H", "H", "H", "C", "S", "O", "C", "H", "H", "H", "H", "H", "H", "C", "S", "O", "C", "H", "H", "H", "H", "H", "H", "C", "S", "O", "C", "H", "H", "H", "H", "H", "H", "C", "S", "O", "C", "H", "H", "H", "H", "H", "H"], "positions_angstrom": [[-1.88157, -2.88452, -1.90187], [-1.07723, -1.67321, -2.36776], [0.34897, -1.60998, -1.77324], [0.42623, -1.04325, -0.31415], [1.24176, -2.36126, 0.76084], [0.16496, -3.84455, 0.69626], [2.67208, -2.81700, -0.01142], [-0.88329, -0.89438, 0.15213], [-1.08144, 0.37213, 1.33299], [-2.66421, -0.48326, 1.98106], [-2.55124, -1.00893, 3.38089], [-3.37200, -0.75173, 4.20989], [-1.10092, -2.20435, 3.92704], [-1.84675, 1.48308, 0.31853], [-2.94361, 1.08682, -0.45602], [-2.84997, 1.80500, -1.80427], [-0.86625, 1.54323, 2.85661], [0.60133, 1.25292, 3.78251], [-1.68684, 2.49586, 3.27069], [-2.95011, 2.89760, 2.57387], [-1.34148, 3.43537, 4.74197], [0.42129, 1.11497, 0.74533], [1.05949, 0.38762, -0.20549], [2.57649, 0.42889, -0.07582], [3.07211, 0.40217, 1.37239], [4.61520, 0.51998, 1.38146], [5.33114, -0.79063, 1.75221], [6.07730, -1.33468, 0.64931], [0.75022, 1.07676, -1.54892], [0.69017, 2.28970, -1.51061], [0.67858, 3.48106, -1.42976], [-1.86074, -2.95129, -0.82056], [-1.53028, -3.80097, -2.36789], [-2.92996, -2.78661, -2.19094], [-0.95413, -1.80384, -3.44280], [-1.63652, -0.75166, -2.25476], [0.71925, -2.63318, -1.75861], [0.98794, -1.02607, -2.44669], [-0.00458, -4.19639, -0.31923], [0.68118, -4.61567, 1.26146], [-0.77855, -3.66651, 1.19131], [3.32131, -2.85114, 0.69116], [-0.20261, -0.45666, 2.10284], [-2.79549, -1.35239, 1.33362], [-3.57322, 0.10028, 1.91538], [-3.86374, 1.45816, 0.00828], [-3.09982, 0.02296, -0.61892], [-1.99925, 1.42321, -2.36689], [-3.78940, 1.76829, -2.34643], [-2.61170, 2.84234, -1.57291], [-2.69489, 3.40099, 1.64658], [-3.46205, 3.64019, 3.18336], [-3.66212, 2.10724, 2.36810], [2.97716, -0.43377, -0.61357], [3.01845, 1.30393, -0.54613], [2.69714, 1.29003, 1.86393], [2.81800, -0.51088, 1.89502], [4.92273, 1.26491, 2.11104], [5.00545, 0.86222, 0.42125], [6.07048, -0.58514, 2.52182], [4.62850, -1.54054, 2.12318], [5.54008, -1.15429, -0.12402], [2.25531, 4.60254, 4.60118], [3.20629, 4.03134, 3.19288], [4.27857, 3.13402, 3.71434], [3.96491, 5.61550, 2.82571], [1.72000, 3.74925, 5.01229], [2.92829, 5.01729, 5.35348], [1.54065, 5.35670, 4.27105], [4.52485, 5.97389, 3.69059], [3.18789, 6.33297, 2.55694], [4.64212, 5.48285, 1.98350], [1.22479, 10.22751, 0.93496], [0.48589, 8.97384, 1.99286], [1.59601, 8.15370, 2.53940], [-0.26725, 8.02305, 0.66718], [1.78852, 10.91214, 1.56528], [1.89478, 9.75458, 0.21669], [0.43685, 10.77422, 0.41666], [0.50065, 7.69318, -0.03248], [-1.00927, 8.63752, 0.15682], [-0.75422, 7.15587, 1.10862], [-6.13504, -1.92451, 2.46116], [-5.99028, -1.77287, 0.67694], [-5.47509, -0.41339, 0.38510], [-7.75889, -1.73849, 0.33980], [-5.13383, -1.92150, 2.88576], [-6.70083, -1.08095, 2.85765], [-6.63187, -2.86460, 2.70391], [-8.21933, -0.90596, 0.87269], [-8.20613, -2.68291, 0.65125], [-7.89571, -1.60733, -0.73175], [2.12523, -0.03239, -6.73340], [1.03326, -0.16014, -5.30741], [0.22225, -1.39350, -5.48822], [-0.00431, 1.22978, -5.75990], [2.84656, -0.84543, -6.68088], [1.54346, -0.11671, -7.65206], [2.64960, 0.92289, -6.70258], [-0.43912, 1.05945, -6.74497], [0.58375, 2.14744, -5.75973], [-0.79752, 1.31042, -5.01977], [-3.73852, -7.57197, 1.58355], [-2.39452, -6.47950, 2.07619], [-2.32267, -5.39242, 1.07276], [-1.06917, -7.63545, 1.69899], [-4.67368, -7.02815, 1.69933], [-3.61173, -7.86502, 0.54095], [-3.74647, -8.45198, 2.22752], [-1.11840, -7.92290, 0.64841], [-1.16002, -8.51357, 2.33909], [-0.12258, -7.13719, 1.89711], [7.40548, -3.98207, 2.36249], [8.11023, -4.99808, 1.06045], [7.93997, -6.42020, 1.46274], [9.82303, -4.55368, 1.38721], [6.32879, -4.13462, 2.36946], [7.82202, -4.27776, 3.32632], [7.61789, -2.93267, 2.16066], [10.08142, -4.81120, 2.41477], [9.95751, -3.48535, 1.21762], [10.45401, -5.11380, 0.70006], [-3.82873, 0.21609, -5.00389], [-3.64661, 0.53392, -6.76240], [-3.14505, 1.92692, -6.91367], [-5.40829, 0.56191, -7.12859], [-2.83765, 0.19751, -4.55477], [-4.42271, 1.00765, -4.54752], [-4.30829, -0.75200, -4.85849], [-5.89661, 1.33203, -6.53092], [-5.83794, -0.41634, -6.91267], [-5.53039, 0.78745, -8.18615]]}